# 1
{"formula": "C2H8OS2", "method": "ωB97M-V/def2-TZVPD", "smiles": "CCO.SS", "total_energy_ev": -25920.93135, "charge": 0, "e_homo_ev": -9.812, "symbols": ["C", "C", "O", "H", "H", "H", "H", "H", "H", "S", "S", "H", "H"], "positions_angstrom": [[0.04328, -0.03757, -1.70751], [-0.00772, -1.14630, -0.65304], [1.24276, -1.42829, -0.05820], [0.33004, -0.42023, -2.68840], [-0.81059, 0.61725, -1.66363], [0.95383, 0.54765, -1.49500], [-0.38928, -2.09550, -1.03336], [-0.78980, -0.88904, 0.07436], [1.43666, -0.69285, 0.54254], [0.39362, 1.99216, 1.88249], [-1.12247, 1.41400, 3.13695], [-0.08838, 2.06541, 0.71615], [-1.19193, 0.07331, 2.94664]], "mulliken_charge": [-0.875, -0.204, -0.524, 0.292, 0.315, 0.240, 0.323, 0.115, 0.330, -0.175, -0.145, 0.152, 0.156]}

# 2
{"formula": "ClH10O5Zn", "method": "ωB97M-V/def2-TZVPD", "total_energy_ev": -71336.34711, "charge": 1, "e_homo_ev": -12.035, "symbols": ["Zn", "Cl", "O", "H", "H", "O", "H", "H", "O", "H", "H", "O", "H", "H", "O", "H", "H"], "positions_angstrom": [[0.17705, 0.04535, 0.36609], [1.40663, -0.11701, 2.44275], [-0.92602, -0.23612, -1.37994], [-1.88079, -0.31472, -1.52250], [-0.52583, -0.34731, -2.25640], [1.81095, 0.79808, -0.70706], [2.75533, 0.60180, -0.61910], [1.76109, 1.57761, -1.27735], [0.88415, -1.87925, -0.14878], [0.26385, -2.54494, -0.47484], [1.73483, -2.33500, -0.07698], [-1.51880, -0.62198, 1.34356], [-2.08687, -1.24937, 0.87559], [-1.99732, -0.40163, 2.15621], [-0.51922, 1.97082, 0.49788], [-1.13362, 2.29043, -0.17882], [-0.20541, 2.76326, 0.95968]], "mulliken_charge": [0.602, -0.533, -0.463, 0.289, 0.295, -0.381, 0.291, 0.292, -0.396, 0.304, 0.269, -0.372, 0.299, 0.286, -0.407, 0.316, 0.307]}